1.
Computed, not measured: C2H5BrN as an isolated structure, with ωB97M-V/def2-TZVPD.

Each line ends with the natural charge from an NBO analysis.
Geometry (Å):
C (0.50964, 0.73864, -0.38673)  -0.238
C (-0.62829, 0.13776, 0.45193)  -0.414
N (0.33715, -0.79952, -0.17641)  -0.585
Br (-2.39838, -0.01315, 0.00029)  0.556
H (0.48373, 1.26393, -1.31776)  0.273
H (1.28323, 1.17200, 0.24183)  0.263
H (-0.53481, 0.06828, 1.88870)  0.239
H (-0.07737, -1.15517, -1.04507)  0.427
H (1.02510, -1.41278, 0.34323)  0.479

Its charge is +1. The value obtained for the maximum force is 8.153 eV/Å. The spin multiplicity is 3. The value obtained for the orbital gap (alpha / beta) is 5.8 / 7.2 eV. As for the expectation value of S²: 2.006. Its HOMO energy (alpha / beta) is -9.59 / -16.14 eV.



2.
Computed, not measured: a 2-piece molecular cluster, C4H11NO2S overall, with ωB97M-V/def2-TZVPD.

Each line ends with the natural charge from an NBO analysis.
Geometry (Å):
C (0.25871, -0.85018, -1.37610)  -0.691
C (1.62789, -2.76755, -0.35996)  -0.687
C (-1.69223, 3.33222, 0.46935)  -0.824
C (0.58346, -1.70529, -0.19596)  0.374
N (0.03152, -1.40746, 0.90279)  -0.685
O (-1.22376, 0.98157, 1.28635)  -0.959
O (0.71960, 2.26936, 0.30523)  -0.980
S (-0.33752, 2.37482, 1.30152)  1.492
H (-0.77549, -0.52212, -1.31674)  0.242
H (0.43927, -1.36200, -2.31616)  0.213
H (0.88327, 0.04347, -1.33278)  0.263
H (2.60756, -2.29162, -0.29302)  0.241
H (1.55811, -3.25911, -1.32692)  0.226
H (1.55882, -3.51289, 0.43191)  0.222
H (-2.60003, 3.18671, 1.04301)  0.229
H (-1.42435, 4.38179, 0.43305)  0.222
H (-1.81246, 2.93834, -0.53340)  0.234
H (-0.70497, 0.14352, 1.17476)  0.519
H (0.30259, -1.97358, 1.70304)  0.350

The value obtained for the maximum force is 1.691 eV/Å. The value obtained for the orbital gap is 9.7 eV. Its HOMO energy is -8.82 eV.



3.
Computed, not measured: a 2-piece molecular cluster, C4H12N3O overall, with ωB97M-V/def2-TZVPD.

Each line ends with the natural charge from an NBO analysis.
Geometry (Å):
C (-1.43952, -0.43716, -0.93498)  -0.004
O (-0.59615, -0.05282, 0.05175)  -0.983
C (-0.71390, -1.17996, -2.06547)  -0.419
C (0.02933, -0.20897, -2.98050)  -0.612
H (-1.90651, 0.45398, -1.44257)  0.082
H (-2.31082, -1.02845, -0.59093)  0.096
H (-1.39583, -1.80193, -2.66450)  0.160
H (-0.01655, -1.89461, -1.61708)  0.188
H (0.70277, -0.69874, -3.68383)  0.182
H (0.61008, 0.49633, -2.37782)  0.219
H (-0.69107, 0.43807, -3.48970)  0.183
N (0.35466, -0.37026, 2.56252)  -0.883
C (1.05908, 0.82610, 2.61871)  0.592
N (0.86343, 1.57098, 1.48772)  -0.856
N (1.82536, 1.22837, 3.58256)  -0.869
H (0.76183, -1.05198, 3.17048)  0.352
H (-0.05711, -0.61283, 1.64400)  0.455
H (0.14599, 1.23813, 0.82932)  0.450
H (1.01635, 2.55653, 1.57982)  0.363
H (1.75858, 0.52922, 4.32047)  0.302

Its charge is -1. The value obtained for the maximum force is 1.114 eV/Å. The value obtained for the orbital gap is 7.8 eV. Its HOMO energy is -3.68 eV.